(1)
The molecule C5H8N2. Source: the OMol25 dataset; level of theory: ωB97M-V/def2-TZVPD.

CARTESIAN COORDINATES (ANGSTROEM)
C1 0.89976 0.99721 1.35827
C2 -1.57782 -0.73680 -1.00064
C3 1.49536 -0.53787 -0.56779
C4 -0.86869 0.10975 0.00334
C5 0.49590 0.17467 0.30753
N1 -1.58626 0.94669 0.81722
N2 -1.18204 1.79215 1.52904
H1 1.90902 1.39091 1.38376
H2 0.42991 0.92485 2.33547
H3 -2.54723 -0.30058 -1.24458
H4 -0.99651 -0.80936 -1.92136
H5 -1.75177 -1.75779 -0.64640
H6 1.58709 -1.58437 -0.26354
H7 2.48122 -0.08437 -0.46879
H8 1.21207 -0.52509 -1.62153

Its HOMO energy (spin up / spin down) is -0.285 / -0.285 Ha. The frontier orbital gap (spin up / spin down) comes out at 8.0419 / 8.0370 eV. Its max |F| is 0.66 eV/Å. The value obtained for the LUMO energy (spin up / spin down) is 0.295 / 0.289 eV. The net charge is 0.

(2)
The molecule C5H8N2. Source: the OMol25 dataset; level of theory: ωB97M-V/def2-TZVPD.

CARTESIAN COORDINATES (ANGSTROEM)
C1 -0.85927 1.16427 0.13475
C2 -0.20075 -0.18497 -0.05573
C3 1.30699 -0.21729 -0.38619
C4 2.01943 1.05967 -0.46690
N1 2.70834 1.98265 -0.36172
C5 -0.72164 -1.34832 0.70084
N2 -0.97359 -1.22739 -0.73362
H1 -0.31031 1.78237 0.85092
H2 -0.91508 1.71512 -0.81159
H3 -1.88085 1.03621 0.51144
H4 1.46394 -0.82004 -1.28678
H5 1.86853 -0.68852 0.42720
H6 -1.53454 -1.18411 1.40634
H7 -0.04188 -2.15499 0.96921
H8 -1.92932 -0.91467 -0.89817

Its HOMO energy is -0.367 Ha. The frontier orbital gap comes out at 10.8080 eV. Its max |F| is 1.07 eV/Å. Its structure (SMILES) is C[C@@]1(CC#N)CN1. The value obtained for the LUMO energy is 0.817 eV. The net charge is 0.

(3)
The molecule C5H8N2. Source: the OMol25 dataset; level of theory: ωB97M-V/def2-TZVPD.

CARTESIAN COORDINATES (ANGSTROEM)
C1 -0.56085 1.08817 0.04914
C2 -0.11582 -0.34244 -0.19919
C3 1.39305 -0.24439 -0.37810
C4 1.83828 1.01743 0.34482
N1 0.70506 1.66705 0.53485
C5 -0.77376 -1.47156 0.49028
N2 -0.88711 -1.30492 -0.96337
H1 -0.87701 1.59203 -0.87576
H2 -1.36182 1.18581 0.79078
H3 0.69226 2.57828 0.97448
H4 1.64582 -0.11161 -1.44077
H5 1.92890 -1.13709 -0.04163
H6 -1.64477 -1.25815 1.10924
H7 -0.18081 -2.32461 0.81435
H8 -1.80141 -0.93401 -1.20914

Its HOMO energy is -0.302 Ha. The frontier orbital gap comes out at 9.0484 eV. Its max |F| is 0.58 eV/Å. The value obtained for the LUMO energy is 0.827 eV. The net charge is 0.

(4)
The molecule C5H8N2. Source: the OMol25 dataset; level of theory: ωB97M-V/def2-TZVPD.

CARTESIAN COORDINATES (ANGSTROEM)
C1 1.50490 -0.37376 -0.75538
C2 0.60295 0.26142 0.28228
C3 -0.27722 1.44652 -0.19353
N1 -1.50804 0.72824 0.21681
C4 -0.73216 -0.42207 0.71699
C5 -1.16100 -1.81898 0.47430
N2 -1.59150 -2.89662 0.56988
H1 0.97822 -0.55293 -1.69883
H2 2.35170 0.29407 -0.95610
H3 1.90737 -1.32601 -0.39646
H4 1.18653 0.49234 1.17985
H5 -0.19671 1.67067 -1.26823
H6 -0.13703 2.38426 0.36425
H7 -2.17111 0.52044 -0.51943
H8 -0.77390 -0.44244 1.81628

Its HOMO energy is -0.347 Ha. The frontier orbital gap comes out at 10.2638 eV. Its max |F| is 1.85 eV/Å. Its structure (SMILES) is C[C@H]1CN[C@H]1C#N. The value obtained for the LUMO energy is 0.830 eV. The net charge is 0.

(5)
A cluster of 2 separate species, C5H8N2 in total. Source: the OMol25 dataset; level of theory: ωB97M-V/def2-TZVPD.

CARTESIAN COORDINATES (ANGSTROEM)
C1 0.97811 1.66479 -1.34508
C2 -0.13503 1.72841 -0.39076
C3 -1.05300 -1.03384 0.02818
C4 -1.19921 -0.85385 -1.40366
N1 -1.34929 -0.76690 -2.54746
N2 0.09467 -1.20240 0.53670
C5 0.14991 -1.45660 1.96106
H1 0.85535 0.92049 -2.13789
H2 0.78031 2.65157 -1.82656
H3 2.01167 1.70417 -0.97534
H4 0.24820 2.27498 0.49881
H5 -1.98944 -1.05465 0.59889
H6 -0.83825 -1.51703 2.44148
H7 0.73734 -0.66941 2.44430
H8 0.68346 -2.39930 2.11917

Its HOMO energy is -0.321 Ha. The frontier orbital gap comes out at 8.6439 eV. Its max |F| is 1.12 eV/Å. The value obtained for the LUMO energy is -0.095 eV. The net charge is 0.

(6)
The molecule C5H8N2. Source: the OMol25 dataset; level of theory: ωB97M-V/def2-TZVPD.

CARTESIAN COORDINATES (ANGSTROEM)
C1 2.31173 0.25128 0.04984
N1 0.90642 -0.05918 -0.04044
C2 0.35442 -1.28651 0.15863
C3 -1.03218 -1.12811 0.22842
C4 -1.29153 0.21910 -0.10196
N2 -2.60973 0.71339 -0.14213
C5 -0.09901 0.88418 -0.14958
H1 2.88998 -0.57414 -0.37050
H2 2.51372 1.16045 -0.52038
H3 2.61391 0.40997 1.09318
H4 1.01764 -2.15034 0.22239
H5 -1.69427 -1.63885 0.89466
H6 -3.25470 -0.06546 -0.24371
H7 -2.72574 1.31940 -0.93823
H8 0.09933 1.94484 -0.14019

Its HOMO energy is -0.277 Ha. The frontier orbital gap comes out at 8.5909 eV. Its max |F| is 1.41 eV/Å. Its structure (SMILES) is Cn1ccc(N)c1. The value obtained for the LUMO energy is 1.042 eV. The net charge is 0.

(7)
The molecule C5H8N2. Source: the OMol25 dataset; level of theory: ωB97M-V/def2-TZVPD.

CARTESIAN COORDINATES (ANGSTROEM)
C1 1.27194 -2.00375 -0.49443
C2 0.44218 -0.76530 -0.31614
C3 -0.24086 -0.10423 -1.29832
N1 -0.88750 0.97111 -0.71620
C4 -0.62936 0.99424 0.62476
N2 -1.24930 1.96014 1.43802
C5 0.19851 -0.06613 0.91284
H1 2.09006 -2.03844 0.23259
H2 0.67731 -2.91641 -0.36185
H3 1.71565 -2.04228 -1.49564
H4 -0.31922 -0.28996 -2.36046
H5 -1.50283 1.60698 -1.19463
H6 -0.67309 2.22754 2.22577
H7 -1.48717 2.79600 0.91710
H8 0.59368 -0.32952 1.88660

Its HOMO energy is -0.267 Ha. The frontier orbital gap comes out at 8.2038 eV. Its max |F| is 0.19 eV/Å. Its structure (SMILES) is Cc1c[nH]c(N)c1. The value obtained for the LUMO energy is 0.946 eV. The net charge is 0.

(8)
A cluster of 2 separate species, C5H8N2 in total. Source: the OMol25 dataset; level of theory: ωB97M-V/def2-TZVPD.

CARTESIAN COORDINATES (ANGSTROEM)
C1 0.61828 1.45083 -1.71458
C2 0.33093 0.45941 -0.68744
C3 -0.61489 -0.45629 -1.03888
N1 -0.99012 -1.09052 0.15308
C4 -0.13024 -0.67907 1.17424
N2 -0.19934 -1.31921 2.42969
C5 0.72659 0.26579 0.67674
H1 -0.08468 2.24392 -1.90116
H2 1.64493 1.88409 -1.60607
H3 -0.10964 0.74833 -2.79458
H4 -0.87251 -0.17045 -2.21373
H5 -1.43265 -1.99161 0.22773
H6 0.61996 -1.13246 2.99837
H7 -1.02856 -1.06984 2.95900
H8 1.47067 0.81834 1.24123

Its HOMO energy is -0.280 Ha. The frontier orbital gap comes out at 8.5683 eV. Its max |F| is 4.16 eV/Å. The value obtained for the LUMO energy is 0.958 eV. The net charge is 0.

- Which value of max |F| does entry 4 give?
  1.85 eV/Å

- Number 5 is which compound?
  C5H8N2